1.
Formula: C6H16NO2
Source: OMol25
Level of theory: wB97M-V/def2-TZVPD

```
25
Properties=species:S:1:pos:R:3:forces:R:3:mulliken_charge:R:1
O -1.923013 1.142670 0.998457 -0.015 -0.791 1.587 -0.34
H -2.050845 2.013439 0.027119 -0.754 3.488 -2.135 0.33
H 0.305905 1.084446 -0.136761 -0.125 -0.487 0.140 0.41
H 1.897458 -2.815982 1.142972 -0.112 0.119 1.571 0.42
H -1.357395 -1.178770 -0.139707 -1.177 -1.164 0.041 0.32
H 2.487425 0.945582 -0.075340 0.630 0.885 0.313 0.42
C 1.273699 -2.168586 0.557849 -0.021 -0.320 -0.669 -1.37
H 2.003130 -0.169097 -1.244425 0.766 -0.461 0.280 0.38
H 1.529490 -0.512329 1.743250 0.439 0.862 1.053 0.41
N -0.780807 -0.650777 -0.739392 1.480 1.681 1.430 -0.22
C -0.925958 0.451985 1.557873 -1.406 -2.035 0.239 -0.53
H -1.362647 -0.566456 1.971485 0.951 1.335 -0.933 0.25
C 2.477017 -0.108967 -0.240339 -2.213 0.026 0.075 -1.66
O -2.161535 2.891801 -0.699083 1.575 -1.473 1.940 -0.77
C 1.375031 -0.692716 0.710888 -0.479 1.415 -1.048 0.60
H -1.255558 3.276372 -0.616624 -1.111 -0.058 -0.191 0.30
C 0.006994 0.102059 0.273974 1.058 -1.257 -0.774 -0.53
C -1.529124 0.192617 -1.691202 0.094 0.464 0.964 -0.73
H -1.419022 1.273501 -1.369892 -0.564 -1.491 -1.023 0.34
H -2.595600 -0.105874 -1.821836 0.802 0.284 0.410 0.25
H -1.031996 0.048625 -2.619055 0.233 0.126 -1.124 0.29
H 0.237556 -2.439100 0.521889 -0.258 -0.890 0.060 0.32
H -0.437378 0.919982 2.414914 0.469 0.396 -0.336 0.36
H 1.771705 -2.393208 -0.344646 -0.319 -0.407 -1.890 0.35
H 3.465469 -0.541215 -0.182368 0.058 -0.249 0.020 0.40
```
Forces are in eV/Å.

The expectation value of S² is 0.76. The value obtained for the energy above the lowest of the compared OMol25 structures with the same formula, charge and spin is 2.0693 eV. For the molar mass, the calculation gives 134.2 g/mol. The frontier orbital gap (alpha / beta) comes out at 9.986 / 6.247 eV. The calculation puts the HOMO energy (alpha / beta) at -9.2 / -9.1 eV. As for the electronic energy: -443.2700 Ha. The spin multiplicity is 2. As for the net charge: 0.


2.
Formula: C6H16NO2S
Source: OMol25
Level of theory: wB97M-V/def2-TZVPD

```
26
Properties=species:S:1:pos:R:3:forces:R:3:mulliken_charge:R:1
H 0.254863 -1.527234 -1.195365 -1.610 0.525 1.751 0.34
C -0.503765 1.232124 -0.842861 -2.073 0.864 0.257 -0.54
H -0.170562 3.071337 -1.808962 0.144 0.047 0.472 0.36
H -0.175256 -1.879875 0.653170 -0.254 1.635 -1.919 0.31
N -0.024910 0.207691 0.030322 2.955 -1.937 1.514 0.42
C -0.418961 -1.188085 -0.281235 1.305 -2.121 -0.633 -0.53
H 3.702701 -1.834912 0.831512 0.639 0.165 -0.862 0.41
O 3.026022 1.050370 0.327596 -1.513 -1.751 -0.366 -0.43
H -1.259147 0.079691 1.820459 2.271 0.904 -0.635 0.29
H 0.594431 -0.090937 1.913781 0.343 -0.343 1.147 0.26
H 1.295231 2.187529 -1.313363 -0.995 1.061 0.380 0.30
C -1.909554 -1.314143 -0.542439 -0.184 -0.200 -0.312 -1.21
H -0.079910 1.529837 1.603749 -0.049 -0.091 0.458 0.33
H -2.230930 -2.351126 -0.654867 0.348 -0.088 0.343 0.40
H 0.395117 3.175974 -0.114894 -0.250 0.208 0.835 0.37
H -2.420295 -0.896887 0.331510 -0.349 0.012 -0.452 0.31
H 2.392179 -1.197387 1.805386 0.330 -0.825 -1.994 0.33
O 2.212524 -0.231229 -1.677995 0.128 -0.436 1.387 -0.45
H -0.731151 0.731672 -1.778637 0.369 0.472 -0.434 0.38
C 2.668325 -1.568290 0.722237 -2.656 0.893 2.421 -0.81
C -0.191617 0.457379 1.463302 -2.346 0.228 -0.158 -0.82
H 1.965851 -2.368968 0.413107 0.812 0.444 0.101 0.28
H -2.230681 -0.877601 -1.496335 0.086 0.378 0.469 0.35
S 2.303641 -0.074829 -0.247327 0.617 1.987 -1.024 1.06
H -1.489306 1.491736 -0.405927 0.025 -0.173 -0.316 0.44
C 0.271595 2.536270 -0.955756 1.908 -1.857 -2.430 -1.18
```
Forces are in eV/Å.

The value obtained for the energy above the lowest of the compared OMol25 structures with the same formula, charge and spin is 0.0000 eV. For the molar mass, the calculation gives 166.3 g/mol. The frontier orbital gap comes out at 8.498 eV. The calculation puts the HOMO energy at -14.4 eV. As for the electronic energy: -841.2703 Ha. As for the net charge: +1.


3.
Formula: C6H16NSi
Source: OMol25
Level of theory: wB97M-V/def2-TZVPD

```
24
Properties=species:S:1:pos:R:3:forces:R:3:mulliken_charge:R:1
H -1.718106 1.757647 0.705233 0.344 -0.236 0.354 0.25
C 1.678331 0.482422 1.067225 -2.280 -0.033 -0.335 -0.61
H 1.880634 2.195632 -0.094945 0.061 -0.364 0.158 0.23
Si -3.037618 0.167302 -0.487625 -0.667 -0.118 0.929 0.68
H 2.075462 1.004008 -2.136119 0.508 -1.058 1.247 0.30
H 3.485618 0.454037 -1.237559 -0.497 0.026 1.121 0.30
H -2.605435 -1.865411 0.851200 -0.008 0.049 -0.634 0.38
C 2.373633 0.495578 -1.135029 -1.104 -0.788 -4.073 -0.66
H -3.290277 2.432321 0.750857 -0.204 -1.105 0.535 0.35
H -4.110974 0.472573 -1.558910 1.125 -0.365 0.638 0.03
H 2.547566 0.660998 1.588539 2.136 0.167 1.490 0.34
H 0.852116 0.837574 1.690439 -0.093 -0.342 0.173 0.27
H -2.818646 0.867891 1.822204 -0.123 0.834 -0.182 0.33
C -2.758467 1.462609 0.890438 0.178 -0.579 -1.857 -0.79
H -2.309686 -2.372681 -0.966459 -0.391 1.660 1.542 0.34
H 2.577291 -1.392997 0.993907 -1.577 -0.287 -0.503 0.32
H 0.705771 -0.826639 -1.451117 -0.286 -0.181 -0.040 0.08
C 1.684497 -0.950582 -1.002065 0.819 2.653 1.519 -0.41
H 2.221580 -1.730163 -1.514263 0.223 -0.428 0.269 0.41
C 1.597095 -0.966442 0.599931 2.048 -1.120 -0.758 -0.52
C -2.257161 -1.537341 -0.152679 0.598 -0.156 -1.370 -0.48
H 0.732306 -1.504770 0.959692 0.020 -0.301 0.308 0.26
N 1.652224 1.204289 -0.148653 -0.113 2.030 -0.545 -0.25
H -1.157760 -1.347851 -0.034231 -0.717 0.043 0.015 -0.15
```
Forces are in eV/Å.

The value obtained for the energy above the lowest of the compared OMol25 structures with the same formula, charge and spin is 1.8536 eV. For the molar mass, the calculation gives 130.3 g/mol. The frontier orbital gap comes out at 5.369 eV. The calculation puts the HOMO energy at -11.6 eV. As for the electronic energy: -582.1026 Ha. As for the net charge: +1.


4.
Formula: C6H16NSi
Source: OMol25
Level of theory: wB97M-V/def2-TZVPD

```
24
Properties=species:S:1:pos:R:3:forces:R:3:mulliken_charge:R:1
C 2.883763 0.675935 0.126290 -1.068 -4.075 2.193 -0.56
H -2.359623 -2.208552 1.395638 -0.540 -0.149 -0.022 0.31
H 0.460748 -0.113868 0.773376 -0.191 -0.632 1.381 0.25
H -2.051488 1.891557 -0.876594 -1.721 -0.502 0.916 0.26
H 3.308837 -0.469813 -1.587302 0.289 -0.299 -1.511 0.32
H 1.195253 1.869117 0.408962 -0.877 1.403 1.344 0.34
H -3.279577 2.140367 0.441258 -0.386 0.683 0.935 0.37
H -2.017658 -0.796049 2.329068 -0.418 0.122 -0.681 0.32
Si -2.794473 -0.290983 -0.060784 1.090 -0.448 -0.366 0.60
H 1.022003 -1.322486 -1.635728 0.864 -0.400 -0.723 0.33
C 1.532424 1.193327 -0.302710 1.370 0.636 -1.003 -0.74
H 1.663853 1.802495 -1.208304 -0.323 -0.552 -0.291 0.29
H 2.883140 0.228547 1.190572 -0.377 1.562 -0.974 0.22
C 2.914586 -0.678522 -0.634630 1.024 -0.266 0.273 -0.68
C -3.080426 1.571984 -0.423004 1.187 -1.256 -3.252 -0.92
H -2.863996 -1.363444 -1.193184 -0.081 1.265 0.870 0.00
H 1.489003 -2.028600 -0.258637 -0.953 -1.596 1.387 0.31
H -3.828325 1.745995 -1.299278 1.069 -0.403 1.777 0.33
H -3.728021 -1.232057 2.265058 1.388 -0.171 -1.572 0.34
H 3.541204 -1.461118 -0.132931 -0.708 0.630 -0.558 0.38
C 0.651771 0.010206 -0.252888 -2.752 -0.456 0.107 -0.53
N 1.447431 -1.179328 -0.734518 1.557 2.991 -0.692 -0.09
C -2.764227 -1.218214 1.612903 -0.349 1.089 1.092 -0.91
H 3.773807 1.233502 0.057368 0.909 0.821 -0.631 0.45
```
Forces are in eV/Å.

The value obtained for the energy above the lowest of the compared OMol25 structures with the same formula, charge and spin is 3.2230 eV. For the molar mass, the calculation gives 130.3 g/mol. The frontier orbital gap (alpha / beta) comes out at 6.617 / 6.619 eV. The calculation puts the HOMO energy (alpha / beta) at -11.0 / -11.0 eV. As for the electronic energy: -582.0523 Ha. As for the net charge: +1.